Formula: C22H25FN4O4
Source: OMol25
Level of theory: wB97M-V/def2-TZVPD

Each line ends with the natural charge from an NBO analysis.
Atoms and positions in Å:
F1 11.52 -0.37 -0.45  -0.32
O1 3.56 0.62 -1.22  -0.63
O2 -4.24 2.61 -1.31  -0.62
O3 5.22 -1.37 1.12  -0.61
O4 -7.88 -2.53 -0.70  -0.49
N1 6.03 -0.04 -0.58  -0.58
N2 2.71 -0.75 0.41  -0.58
N3 -0.55 0.94 1.24  -0.45
N4 -3.13 1.63 0.38  -0.44
C1 -6.46 0.83 -0.25  -0.16
C2 3.69 -0.17 -0.29  0.58
C3 5.08 -0.61 0.18  0.59
C4 -7.41 -0.17 -0.29  -0.27
C5 -4.14 1.69 -0.52  0.68
C6 -2.94 0.63 1.40  -0.22
C7 8.06 -0.93 0.44  -0.23
C8 0.79 0.44 1.39  -0.20
C9 1.32 -0.44 0.23  -0.26
C10 -0.73 1.90 0.16  -0.23
C11 -5.70 -1.74 -0.91  -0.24
C12 -1.59 -0.06 1.20  -0.23
C13 9.44 -1.01 0.46  -0.25
C14 7.42 -0.15 -0.52  0.13
C15 -9.25 -2.32 -0.46  -0.25
C16 10.17 -0.30 -0.47  0.38
C17 9.55 0.49 -1.43  -0.27
C18 -5.12 0.56 -0.51  -0.16
C19 -4.75 -0.74 -0.85  -0.19
C20 -2.07 2.61 0.36  -0.23
C21 8.18 0.56 -1.45  -0.21
C22 -7.04 -1.47 -0.62  0.30
H1 -3.76 -0.10 1.38  0.23
H2 -1.61 -0.61 0.25  0.16
H3 7.68 1.17 -2.19  0.21
H4 -2.94 1.13 2.38  0.20
H5 -9.43 -1.97 0.56  0.18
H6 -9.68 -1.61 -1.17  0.18
H7 -3.72 -0.96 -1.10  0.21
H8 7.47 -1.48 1.16  0.26
H9 0.08 2.63 0.20  0.21
H10 10.15 1.03 -2.15  0.23
H11 -9.72 -3.30 -0.58  0.20
H12 0.83 -0.14 2.32  0.19
H13 -2.27 3.31 -0.45  0.25
H14 0.75 -1.37 0.17  0.20
H15 1.24 0.10 -0.72  0.23
H16 -5.42 -2.75 -1.18  0.22
H17 -6.76 1.84 -0.01  0.22
H18 1.46 1.30 1.50  0.20
H19 5.64 0.56 -1.30  0.43
H20 -2.06 3.15 1.31  0.19
H21 -8.44 0.07 -0.08  0.21
H22 -1.42 -0.78 2.01  0.21
H23 9.95 -1.61 1.20  0.23
H24 -0.73 1.42 -0.83  0.17
H25 3.00 -1.34 1.17  0.43

The calculation puts the LUMO energy at 0.50 eV. As for the multiplicity: 1. Its highest occupied orbital energy is -8.65 eV. Its total energy is -1473.23605 a.u. For the HOMO-LUMO gap, the calculation gives 9.15 eV.



Formula: C22H25FNO10S2
Source: OMol25
Level of theory: wB97M-V/def2-TZVPD

Each line ends with the natural charge from an NBO analysis.
Atoms and positions in Å:
S1 -1.00 1.71 5.69  2.21
S2 -1.32 -1.05 5.10  2.22
F1 -0.53 0.68 3.24  -0.22
O1 1.14 -0.14 -1.37  -0.67
O2 -2.29 2.10 5.20  -0.87
O3 -2.59 -0.99 4.43  -0.87
O4 -1.12 2.76 1.48  -0.69
O5 2.70 1.53 0.12  -0.53
O6 -1.88 1.37 -0.13  -0.55
O7 -0.75 1.39 7.07  -0.90
O8 -1.16 -1.31 6.51  -0.89
O9 -0.42 -0.93 0.07  -0.54
O10 1.45 3.42 0.26  -0.68
N1 -0.29 0.38 4.70  -0.45
C1 -0.28 -2.25 4.29  -0.35
C2 3.88 2.32 -0.20  -0.07
C3 0.20 3.59 4.06  -0.20
C4 -0.89 1.89 0.65  0.81
C5 0.39 -3.46 2.34  -0.14
C6 0.21 2.95 5.29  -0.28
C7 -0.41 -2.07 -0.83  -0.08
C8 5.11 1.47 -0.06  -0.62
C9 -4.27 1.11 -0.34  -0.62
C10 2.09 4.92 4.80  -0.19
C11 -1.68 -2.86 -0.66  -0.63
C12 2.07 4.26 6.04  -0.23
C13 1.10 3.30 6.31  -0.22
C14 -0.42 -2.49 2.93  -0.19
C15 -3.14 2.10 -0.19  -0.08
C16 1.29 -4.20 3.12  -0.21
C17 0.44 0.04 -0.38  0.80
C18 0.57 -3.01 5.10  -0.17
C19 0.39 1.29 0.37  -0.59
C20 1.53 2.20 0.26  0.79
C21 1.38 -3.97 4.50  -0.23
C22 1.14 4.59 3.82  -0.19
H1 0.49 -2.66 -0.61  0.16
H2 -4.18 0.52 -1.26  0.20
H3 -1.94 -3.06 0.39  0.21
H4 0.29 -3.67 1.27  0.21
H5 5.99 2.09 -0.25  0.20
H6 -2.51 -2.33 -1.14  0.21
H7 2.79 4.51 6.83  0.21
H8 -0.49 3.29 3.29  0.30
H9 5.12 0.65 -0.79  0.21
H10 1.92 -4.95 2.65  0.21
H11 -0.34 -1.68 -1.85  0.21
H12 -1.58 -3.82 -1.18  0.20
H13 0.61 -2.81 6.17  0.24
H14 -1.12 -1.89 2.35  0.27
H15 3.78 2.67 -1.24  0.17
H16 -4.32 0.43 0.52  0.22
H17 5.22 1.04 0.93  0.21
H18 -3.25 2.68 0.74  0.21
H19 2.05 -4.56 5.13  0.21
H20 2.84 5.67 4.60  0.21
H21 3.94 3.19 0.48  0.18
H22 1.12 5.11 2.86  0.24
H23 -5.21 1.66 -0.38  0.20
H24 1.05 2.79 7.27  0.24
H25 -3.09 2.78 -1.05  0.17

The calculation puts the LUMO energy at 2.58 eV. As for the multiplicity: 1. Its highest occupied orbital energy is -4.08 eV. The total charge is -1. Its total energy is -2556.67643 a.u. For the HOMO-LUMO gap, the calculation gives 6.66 eV.



Formula: C22H25IIrN9OPS3
Source: OMol25
Level of theory: wB97M-V/def2-TZVPD

Each line ends with the Mulliken spin population.
Atoms and positions in Å:
Ir1 0.31 -0.03 -0.44  0.02
I1 -3.71 0.12 -0.55  0.00
S1 3.76 -1.24 -1.82  0.43
S2 2.86 -1.02 -4.36  0.61
S3 0.74 -1.41 -2.30  -0.02
P1 2.73 1.01 1.84  0.00
O1 -1.00 -1.71 -0.01  0.00
N1 1.85 1.21 -0.80  -0.03
N2 -0.05 1.04 1.35  0.00
N3 -1.69 2.09 -3.49  0.00
N4 -0.72 1.31 -1.67  0.00
N5 1.52 -1.24 0.71  0.02
N6 3.31 -1.74 1.87  0.01
N7 0.49 1.96 3.27  0.00
N8 3.68 2.36 -0.47  0.00
N9 -1.90 -3.70 -0.40  0.00
C1 -1.63 4.55 -2.93  0.00
C2 -1.19 1.44 1.98  0.00
C3 -0.87 2.01 3.17  0.00
C4 4.53 -1.61 2.66  0.00
C5 -1.96 -2.37 -0.45  0.00
C6 2.22 1.77 -1.99  0.00
C7 2.39 -1.20 -2.78  -0.04
C8 -1.26 1.00 -2.83  0.00
C9 0.97 1.37 2.15  0.00
C10 2.50 -0.75 1.45  -0.02
C11 4.84 2.96 0.18  0.00
C12 -3.22 -1.85 -1.10  0.00
C13 2.74 1.59 0.12  0.02
C14 3.36 2.48 -1.79  0.00
C15 -1.21 5.41 -1.94  0.00
C16 -0.60 4.93 -0.77  0.00
C17 1.71 -2.59 0.63  0.01
C18 2.82 -2.91 1.36  -0.01
C19 -0.79 2.70 -1.56  0.00
C20 1.28 2.46 4.40  0.00
C21 -1.41 3.20 -2.71  0.00
C22 -0.38 3.59 -0.56  0.00
H1 1.06 -3.23 0.07  0.00
H2 3.97 3.05 -2.47  0.00
H3 4.55 3.38 1.15  0.00
H4 5.21 3.76 -0.45  0.00
H5 -2.67 -4.28 -0.71  0.00
H6 1.82 1.64 4.87  0.00
H7 5.62 2.21 0.32  0.00
H8 -3.12 -1.92 -2.18  0.00
H9 1.97 3.22 4.07  0.00
H10 -2.16 1.29 1.54  0.00
H11 -2.10 4.91 -3.83  0.00
H12 -2.16 2.08 -4.38  0.00
H13 -4.07 -2.45 -0.78  0.00
H14 0.60 2.89 5.12  0.00
H15 -1.48 2.44 3.94  0.00
H16 4.32 -1.11 3.60  0.00
H17 -1.36 0.01 -3.22  0.00
H18 0.09 3.24 0.34  0.00
H19 -1.36 6.48 -2.06  0.00
H20 4.91 -2.60 2.87  0.00
H21 1.67 1.61 -2.90  0.00
H22 3.30 -3.86 1.54  0.00
H23 5.28 -1.05 2.10  0.00
H24 -1.10 -4.15 0.01  0.00
H25 -0.30 5.64 -0.01  0.00

The calculation puts the LUMO energy (alpha / beta) at -5.05 / -6.40 eV. As for the multiplicity: 2. Its highest occupied orbital energy (alpha / beta) is -12.95 / -13.11 eV. The total charge is +2. Its total energy is -3358.98474 a.u. For the HOMO-LUMO gap (alpha / beta), the calculation gives 7.91 / 6.72 eV.



Respective energy above the lowest of the compared OMol25 structures with the same formula, charge and spin values: 23.3, 41.8, 7.9 kcal/mol.